Entry 1:
ORCA calculation (ωB97M-V/def2-TZVPD) on the ion C8H16N2O3P with charge -1 in a non-equilibrium geometry.

```
30
Properties=species:S:1:pos:R:3:forces:R:3:nbo_charge:R:1
C -0.92520 -1.45032 -0.44886 1.29 -2.91 -4.22 0.72
C 1.53974 -1.11494 0.10843 2.74 0.40 2.45 -0.07
C 2.97320 -1.38105 -0.38650 -0.15 -3.45 1.99 -0.68
C 1.36065 -1.23658 1.63368 -2.34 0.30 -0.63 -0.69
C -0.71703 2.21686 -1.08341 0.02 -2.06 0.12 -0.62
C -1.57599 1.86044 0.14115 -2.53 1.25 -1.19 -0.39
C -2.69372 0.77220 -0.24854 1.60 1.96 0.97 -0.43
C -2.50103 -0.43880 0.67583 -1.51 1.01 2.03 -0.24
N 0.55782 -1.61943 -0.69853 -1.24 1.26 1.97 -0.47
N -1.23471 -1.05966 0.69065 0.33 1.41 1.71 -0.58
O 2.25198 1.71414 1.19301 0.62 -1.25 1.86 -1.07
O -1.63469 -1.82709 -1.41266 0.78 0.54 0.05 -0.76
O 2.67569 1.36091 -1.21982 1.00 -1.50 -1.17 -1.11
P 1.98694 0.85509 0.00169 -3.46 4.21 -1.35 1.77
H 3.85237 -1.20975 0.31798 -1.42 0.79 -0.94 0.24
H 3.06230 -1.05322 -1.38905 0.69 0.26 -0.89 0.24
H 2.89085 -2.48472 -0.28412 0.84 -0.12 -0.90 0.20
H 0.26480 -0.90473 1.86566 2.07 -0.60 -0.28 0.30
H 2.03997 -0.60240 2.16591 0.55 0.24 0.16 0.23
H 1.45536 -2.27413 1.93673 0.02 -0.37 0.10 0.20
H 0.14416 2.75404 -0.74279 0.78 0.09 -0.16 0.22
H -0.44833 1.21545 -1.57273 0.23 1.49 0.67 0.20
H -1.16155 2.78210 -1.88530 -0.82 0.42 -0.05 0.19
H -0.99896 1.42641 0.92460 0.79 0.13 0.59 0.21
H -2.13692 2.80890 0.49913 1.09 -1.38 -0.18 0.17
H -3.64662 1.38218 -0.10486 0.72 -1.70 -0.66 0.20
H -2.35451 0.50797 -1.25223 -1.27 -0.15 -0.21 0.22
H -3.26444 -1.18659 0.50087 -0.54 -0.22 0.06 0.19
H -2.50695 -0.08712 1.73027 -1.18 0.11 -0.40 0.17
H 0.74481 -1.72616 -1.65619 0.31 -0.15 -1.49 0.40
```
Forces are in eV/Å.

Results
LUMO (alpha / beta) (eV): 3.56 / 0.41
Spin multiplicity: 3
Energy (eV): -26964.3264
Expectation value of S²: 2.01
Charge: -1
Kohn-Sham gap (alpha / beta) (eV): 5.355 / 5.198

***

Entry 2:
ORCA calculation (ωB97M-V/def2-TZVPD) on a cluster of 2 separate species, C8H16N2O4 in total in a non-equilibrium geometry.

```
30
Properties=species:S:1:pos:R:3:forces:R:3:nbo_charge:R:1
C -1.54404 -2.23045 0.63381 0.68 2.87 1.38 -0.60
C -1.96988 -0.80179 0.11277 0.43 0.49 0.23 -0.06
C -2.00315 -0.86796 -1.42572 0.95 -0.53 1.00 -0.63
C -3.43403 -0.48983 0.63479 0.39 -0.43 -1.82 -0.63
C -1.07307 0.34775 0.63676 -1.86 -0.33 -1.25 0.00
N -1.26363 1.53237 0.14628 0.88 1.47 1.71 0.34
O -1.89567 2.04584 -0.77903 -0.17 -0.67 -0.12 -0.49
O -0.56449 2.55645 0.98509 -0.34 -0.25 -0.35 -0.62
H -0.73052 -2.08896 1.37853 -0.54 -0.38 -0.29 0.22
H -2.41920 -2.58565 1.11256 -0.62 -0.94 0.59 0.20
H -1.19646 -2.90457 -0.09597 0.31 -0.59 -1.10 0.22
H -0.90800 -1.21491 -1.70404 -2.55 0.74 -0.25 0.23
H -2.37201 0.09374 -1.81852 0.65 -0.55 -0.28 0.24
H -2.82386 -1.61244 -1.51036 0.97 0.00 -1.07 0.20
H -3.47992 -0.80296 1.71358 -0.49 0.82 -1.06 0.22
H -4.01819 -1.18805 -0.05933 0.13 0.78 1.53 0.21
H -3.74706 0.56961 0.30163 0.44 -1.53 1.16 0.23
H -0.56245 0.32390 1.57026 0.43 -0.06 0.32 0.23
H -1.15248 3.34655 0.93054 0.31 -0.88 -0.32 0.48
C 2.48987 1.71940 -0.78771 0.95 -3.32 1.97 -0.29
C 3.19146 0.64023 -0.28531 1.09 3.39 -2.49 0.06
C 4.70343 0.45190 -0.21088 1.75 2.73 -0.66 -0.67
N 2.51271 -0.50245 0.20607 -2.42 -0.65 -0.26 0.50
O 1.41488 -0.81674 -0.24857 0.20 0.52 -0.24 -0.40
O 3.05207 -1.13609 1.06204 0.98 -0.86 1.39 -0.36
H 1.43468 1.65735 -0.58416 -0.35 0.36 -0.50 0.23
H 2.94855 2.58197 -1.22435 0.24 0.19 0.00 0.22
H 4.94379 -0.60575 -0.16323 0.20 0.20 0.81 0.25
H 5.32113 0.79246 -1.15256 -1.76 -0.29 1.41 0.23
H 5.14554 1.18905 0.62506 -0.87 -2.30 -1.46 0.24
```
Forces are in eV/Å.

Results
Relative energy (zero: lowest compared OMol25 entry of this formula, charge and spin) (kJ/mol): 910.76
LUMO (eV): -0.58
Energy (eV): -19717.3400
Kohn-Sham gap (eV): 8.351

***

Entry 3:
ORCA calculation (ωB97M-V/def2-TZVPD) on an isolated molecule of C8H16N2O4 in a non-equilibrium geometry.

```
30
Properties=species:S:1:pos:R:3:forces:R:3:nbo_charge:R:1
C -2.20134 -1.70899 -0.48433 -1.19 -2.53 -1.41 -0.61
C -0.94962 -2.15753 0.32151 -0.30 -0.04 -2.09 -0.23
C -1.29322 -3.31185 1.27425 -0.70 -0.48 -0.17 -0.63
C -0.42810 -0.90641 1.07292 2.16 -1.60 2.32 -0.15
N -0.42257 0.23587 0.31375 -3.02 5.85 -2.90 -0.65
C 0.57785 0.73562 -0.56174 -0.96 -1.83 1.63 0.72
O 1.56033 0.03959 -0.73775 -0.34 0.42 -0.49 -0.61
C 0.36625 2.16112 -1.21246 3.20 -2.32 0.11 -0.17
N -0.13567 3.10919 -0.32321 -0.91 3.11 1.62 -0.86
C 1.87885 2.45734 -1.58279 1.47 -2.21 1.86 -0.10
O 2.20754 3.76299 -2.05281 -0.90 -1.39 0.21 -0.70
C 1.01003 -1.05865 1.70301 -0.23 0.29 -0.22 0.84
O 1.37254 -2.15209 2.06266 0.84 2.05 -0.09 -0.57
O 1.63890 0.25196 1.89847 0.44 -3.28 0.75 -0.73
H -2.02007 -0.83424 -1.07796 0.11 0.49 -0.18 0.20
H -3.14774 -1.54437 0.12267 1.15 -0.34 -0.57 0.21
H -2.41229 -2.55125 -1.34060 0.21 1.83 2.31 0.22
H -0.19110 -2.44765 -0.55742 -1.19 0.46 2.31 0.23
H -1.92650 -4.17267 0.84534 1.22 1.36 0.14 0.22
H -1.94695 -2.93006 2.11614 1.03 -0.28 -0.63 0.20
H -0.30646 -3.65951 1.59329 -0.63 -0.42 0.59 0.25
H -0.93705 -0.78961 2.09196 -0.24 0.16 -1.49 0.23
H -1.37885 0.75902 0.17759 2.69 -1.27 0.69 0.41
H -0.24212 1.88649 -2.08664 -0.17 0.89 -0.04 0.20
H -0.01320 4.09959 -0.74276 -0.18 -2.21 1.15 0.38
H 0.30303 3.08830 0.65260 -0.64 -0.03 -2.14 0.39
H 2.17427 1.55744 -2.26102 0.06 2.00 0.78 0.19
H 2.49054 2.31646 -0.56519 -1.33 0.28 -2.27 0.18
H 1.80092 3.65816 -2.90300 -0.03 1.07 -1.27 0.46
H 2.57183 0.10574 2.24352 -1.63 -0.05 -0.51 0.50
```
Forces are in eV/Å.

Results
Relative energy (zero: lowest compared OMol25 entry of this formula, charge and spin) (kJ/mol): 287.80
LUMO (eV): 0.59
Energy (eV): -19723.7966
Kohn-Sham gap (eV): 9.818

***

Entry 4:
ORCA calculation (ωB97M-V/def2-TZVPD) on a cluster of 2 separate species, C8H16N2O4 in total in a non-equilibrium geometry.

```
30
Properties=species:S:1:pos:R:3:forces:R:3:nbo_charge:R:1
N 3.75318 -1.88999 -1.71976 0.64 0.98 0.71 -0.78
C 2.66240 -2.30737 -1.04169 1.23 0.83 1.22 0.05
C 2.21931 -2.01292 0.18935 -0.94 2.25 2.25 -0.06
N 2.69819 -0.97239 1.14455 0.76 -3.82 -1.95 -0.81
C 0.99904 -2.63892 0.65910 -0.19 1.17 1.37 0.76
O 0.33199 -2.21623 1.57189 0.58 -1.20 -0.97 -0.53
O 0.63502 -3.82613 -0.04440 -0.46 0.30 -0.27 -0.53
C -0.32391 -3.60353 -0.94945 -0.66 -3.68 -1.39 0.67
O -0.90181 -2.60235 -1.18105 -0.36 1.64 -0.14 -0.59
H 3.84269 -2.13606 -2.66634 0.05 -0.32 -0.98 0.39
H 4.38358 -1.15728 -1.42009 -0.47 -0.17 0.13 0.39
H 2.17579 -3.08821 -1.50188 -0.97 -1.56 -1.05 0.20
H 2.17461 -0.24509 1.53867 -1.77 0.56 -0.02 0.40
H 3.48481 -0.61779 0.70073 1.79 1.19 -0.38 0.34
H -0.60242 -4.57833 -1.57228 0.90 1.54 1.47 0.12
C -0.36746 1.60053 1.58988 2.29 0.69 -0.61 -0.62
C -1.08018 0.79515 0.47927 0.55 -0.60 -0.02 0.21
C -1.82478 1.61204 -0.54710 -1.37 2.26 -1.43 -0.64
C -1.99216 -0.30179 1.07896 -0.72 0.70 -0.73 -0.63
O -0.05762 0.12060 -0.23177 0.29 -1.83 -1.32 -0.76
H 0.82043 1.59577 1.46386 -2.49 -0.06 -0.26 0.21
H -0.62523 2.70475 1.54340 -0.04 -1.46 0.72 0.22
H -0.48837 1.03116 2.52150 -0.29 1.00 0.09 0.22
H -1.64086 1.41141 -1.65070 0.09 -0.26 1.55 0.23
H -1.72259 2.71496 -0.46087 0.78 -0.45 0.08 0.21
H -2.90716 1.60185 -0.41385 -0.19 -0.65 -0.01 0.21
H -1.70332 -0.55625 2.07975 0.29 -0.21 0.47 0.21
H -3.04476 0.16254 1.15906 1.29 -1.50 -0.46 0.20
H -1.74484 -1.21181 0.43802 -1.64 1.02 0.94 0.23
H -0.49395 -0.64325 -0.73969 1.04 1.63 0.99 0.49
```
Forces are in eV/Å.

Results
Relative energy (zero: lowest compared OMol25 entry of this formula, charge and spin) (kJ/mol): 303.36
LUMO (eV): 0.53
Energy (eV): -19723.6354
Kohn-Sham gap (eV): 8.727

***

Entry 5:
ORCA calculation (ωB97M-V/def2-TZVPD) on an isolated molecule of C8H16N2O4S in a non-equilibrium geometry.

```
31
Properties=species:S:1:pos:R:3:forces:R:3:nbo_charge:R:1
H 2.32644 2.63355 0.53941 0.02 0.07 -0.09 0.33
N 2.19333 1.84685 -0.09777 0.43 1.01 -0.65 -0.61
C 1.96893 0.79489 0.54277 -0.46 -0.19 0.20 0.32
C 1.91963 0.81865 2.05796 0.24 -0.06 -0.41 -0.70
C 1.75692 -0.46341 -0.26056 0.05 -0.18 1.08 -0.51
C 0.33000 -1.01104 -0.34094 -0.66 -1.04 -1.51 0.43
N -0.60285 -0.47202 -1.31582 0.15 0.80 0.53 -0.67
C -0.55931 0.97027 -1.53989 -0.11 0.08 -0.30 -0.23
C -1.08186 1.77313 -0.35971 -1.08 -0.13 -0.15 -0.40
C -2.60644 1.60141 -0.25249 0.67 -0.49 0.47 -0.60
C -0.40469 -1.30999 0.96913 0.38 -1.23 0.41 -0.11
O -1.09694 -2.57234 0.79356 -0.22 0.02 -0.60 -0.69
S -0.62192 -3.35997 -0.49960 0.18 0.39 0.18 2.59
O -0.12189 -4.62103 -0.17123 1.43 -1.35 1.27 -0.91
O -1.58639 -3.40304 -1.51271 -1.49 1.10 -1.19 -0.92
O 0.56760 -2.36323 -0.84814 0.17 -0.30 0.23 -0.72
H 1.38959 -0.00747 2.51330 -0.05 -0.03 0.13 0.22
H 2.94186 0.83763 2.42628 0.18 -0.26 0.12 0.24
H 1.49440 1.77164 2.34741 -0.32 0.05 0.23 0.23
H 2.33992 -1.24771 0.22386 -0.03 -0.19 0.09 0.24
H 2.17420 -0.36669 -1.25155 -0.14 0.30 -0.32 0.26
H -0.57529 -0.99951 -2.17556 0.17 -0.01 0.01 0.40
H -1.25047 1.17275 -2.35527 -0.04 -0.07 -0.23 0.20
H 0.41470 1.31976 -1.88223 0.22 0.02 0.21 0.20
H -0.67196 1.44488 0.59226 0.43 0.19 0.06 0.18
H -0.87864 2.82751 -0.50742 0.42 0.17 0.05 0.21
H -3.09838 1.84240 -1.18753 -0.19 0.14 -0.05 0.21
H -2.78889 0.55578 -0.01431 -0.32 -0.17 -0.20 0.21
H -3.00698 2.17308 0.57781 -0.17 0.29 -0.04 0.21
H 0.33097 -1.55083 1.73324 -0.13 0.48 0.36 0.19
H -1.19560 -0.63591 1.25574 0.28 0.58 0.09 0.23
```
Forces are in eV/Å.

Results
Relative energy (zero: lowest compared OMol25 entry of this formula, charge and spin) (kJ/mol): 232.93
LUMO (eV): 0.54
Energy (eV): -30559.5271
Kohn-Sham gap (eV): 10.020

***

Entry 6:
ORCA calculation (ωB97M-V/def2-TZVPD) on a cluster of 3 separate species, C8H16N2S in total in a non-equilibrium geometry.

```
27
Properties=species:S:1:pos:R:3:forces:R:3:nbo_charge:R:1
C -0.47218 1.11649 0.70455 1.27 0.00 4.12 0.14
N -0.31778 1.06811 -0.52224 0.59 -0.13 -1.46 -0.43
C -1.58735 1.29572 -1.17027 -0.58 1.72 0.50 -0.25
C -2.64580 1.34662 -0.04301 -1.63 2.24 -0.76 -0.43
C -1.88360 1.18197 1.29296 -1.26 -0.62 0.17 -0.51
H 0.43378 1.07559 1.41161 -1.26 -0.09 -1.11 0.19
H -1.85320 0.60763 -1.95666 0.32 -0.28 -0.30 0.20
H -1.49130 2.33831 -1.56608 -0.16 -0.97 -0.33 0.19
H -3.41822 0.62491 -0.22402 -0.29 -0.63 0.18 0.22
H -3.22872 2.37613 -0.18019 1.26 -1.99 0.78 0.20
H -2.19823 2.00740 2.00816 1.10 -0.90 -0.76 0.23
H -2.15091 0.17306 1.82380 0.65 1.79 -1.00 0.24
C 2.75710 1.65102 -1.23250 1.79 -3.29 1.07 -0.69
C 3.03793 0.31192 -0.53766 -0.43 3.80 -0.07 0.31
N 3.26546 -0.64252 0.02796 0.37 -1.95 0.76 -0.38
H 1.85128 2.03907 -0.88273 -1.38 0.42 0.10 0.27
H 2.74992 1.13555 -2.15797 -0.65 0.97 -2.00 0.25
H 3.58818 2.32731 -1.14714 0.37 0.07 0.07 0.24
C -0.57124 -2.38735 -1.25608 -0.26 1.05 0.13 -0.75
S -0.97593 -2.16524 0.48990 -1.79 -0.74 -0.12 0.16
C 0.58135 -2.61491 1.23506 -0.88 1.79 0.40 -0.75
H -0.25318 -3.37722 -1.34394 0.84 -1.64 -0.27 0.21
H -1.43376 -2.33550 -1.96016 0.54 0.64 0.80 0.23
H 0.26717 -1.70367 -1.45325 -0.44 -0.10 -0.53 0.22
H 0.40740 -2.48500 2.32395 0.61 0.37 -0.73 0.23
H 1.19690 -1.91586 0.70206 1.17 0.54 0.87 0.24
H 1.00116 -3.55175 1.07524 0.11 -2.08 -0.49 0.21
```
Forces are in eV/Å.

Results
Relative energy (zero: lowest compared OMol25 entry of this formula, charge and spin) (kJ/mol): 157.83
LUMO (eV): 0.79
Energy (eV): -22368.5494
Kohn-Sham gap (eV): 8.878

***

Entry 7:
ORCA calculation (ωB97M-V/def2-TZVPD) on the ion C8H16N3O2 with charge +1 in a non-equilibrium geometry.

```
29
Properties=species:S:1:pos:R:3:forces:R:3:nbo_charge:R:1
C 3.81263 0.10155 -0.25838 -2.21 2.66 -1.67 -0.60
C 2.51857 0.78820 0.22323 0.78 0.73 1.79 -0.41
C 1.32739 -0.10129 -0.02437 -0.97 -0.66 1.65 -0.07
O 0.22270 0.82028 0.32179 -0.98 -0.93 -0.25 -0.53
C -1.03718 0.35459 0.13148 -0.37 -2.33 -0.20 0.40
C -1.55374 -0.91316 -0.16175 -0.07 3.40 -0.78 0.14
O -0.82376 -2.02903 -0.41464 -0.93 1.09 0.71 -0.51
C -1.11973 -2.98008 0.61094 1.44 0.74 1.89 -0.27
C -3.01001 -0.88004 -0.55130 1.55 -0.81 -0.14 0.06
N -3.85102 0.01012 -0.27209 0.04 1.49 0.59 -0.38
C -3.27809 1.10073 0.65112 -2.43 -2.59 -0.90 -0.13
N -1.94148 1.40359 0.29796 -0.03 1.04 0.64 -0.29
N -1.53364 2.63064 -0.45601 -0.51 -1.74 1.97 -0.55
H 3.83680 -0.84057 0.16692 0.66 -1.84 0.94 0.21
H 3.66170 0.01628 -1.34928 0.90 -0.07 0.33 0.20
H 4.56052 0.80729 0.04461 1.06 -0.35 -0.25 0.23
H 2.31424 1.83614 -0.25971 0.62 -1.95 0.87 0.21
H 2.71316 0.93160 1.40935 -1.08 -0.07 -2.68 0.22
H 1.07754 -0.45111 -1.02822 0.75 0.18 -0.18 0.20
H 1.26582 -1.06006 0.65494 0.23 2.03 -1.07 0.21
H -1.60927 -2.50876 1.55185 1.15 -0.77 -1.56 0.19
H -0.13384 -3.42376 0.76411 -0.19 -0.06 0.89 0.21
H -1.70687 -3.75526 0.25963 -1.60 -1.38 -0.88 0.20
H -3.25979 -1.71198 -1.20677 -0.36 -0.02 0.03 0.21
H -4.03250 1.90739 0.58838 1.00 -0.02 0.23 0.24
H -3.33559 0.55222 1.62845 0.46 1.12 -0.37 0.24
H -0.58054 2.23719 -0.51911 0.95 1.35 -0.56 0.47
H -1.59856 3.39726 0.25656 0.14 -0.41 -1.33 0.46
H -1.99475 2.76541 -1.36457 0.00 0.16 0.29 0.44
```
Forces are in eV/Å.

Results
Relative energy (zero: lowest compared OMol25 entry of this formula, charge and spin) (kJ/mol): 473.61
LUMO (eV): -3.60
Energy (eV): -17109.4716
Charge: +1
Kohn-Sham gap (eV): 8.722

***

Entry 8:
ORCA calculation (ωB97M-V/def2-TZVPD) on a cluster of 2 separate species, C8H16N4O2 in total in a non-equilibrium geometry.

```
30
Properties=species:S:1:pos:R:3:forces:R:3:nbo_charge:R:1
C -2.49253 -1.04048 -0.27150 -0.34 -3.42 -0.70 -0.33
C -3.91293 -0.66707 0.16316 -1.48 -1.98 0.39 0.52
C 1.08702 -2.11703 -0.69165 -1.78 0.25 -2.55 -0.64
C 2.74024 -0.30303 -0.64390 0.56 1.96 0.44 -0.66
C 1.20355 -0.57258 1.28477 -1.29 -0.26 2.27 -0.48
C -0.42048 1.89611 -0.78659 0.20 2.06 1.00 -0.30
C -0.71996 2.72657 0.55961 2.72 -0.43 -0.73 -0.07
C 1.62632 -0.97868 0.11017 0.77 -0.22 -2.08 0.05
N -2.79822 1.14560 -0.24988 -0.68 4.00 -0.50 -0.06
N -4.84881 -1.46796 0.47542 1.30 0.44 -0.42 -0.66
N -1.92753 0.26170 -0.47555 -0.24 -0.41 0.99 0.11
N -0.69189 0.52376 -0.65514 -0.50 -1.82 -0.86 -0.31
O -4.06269 0.67881 0.11887 1.48 -1.21 -0.56 -0.32
O 0.08730 2.26756 1.61167 1.06 -1.80 0.78 -0.75
H -1.92548 -1.67456 0.47507 -0.66 1.10 -0.61 0.27
H 0.13543 -2.55803 -0.37950 0.33 -0.04 0.51 0.20
H 0.87851 -1.92430 -1.84273 0.41 0.52 2.22 0.22
H 1.83574 -2.86842 -0.81947 0.59 -0.78 0.51 0.23
H 3.08889 -0.70110 -1.60306 -0.14 -0.66 0.55 0.22
H 3.57305 -0.13612 0.05640 0.07 -0.08 -0.49 0.23
H 2.42077 0.73083 -0.94676 0.07 -0.75 0.43 0.22
H 0.21470 -1.02353 1.65162 1.72 0.62 -0.14 0.20
H 1.72442 0.17182 1.97545 -0.68 -1.06 -1.27 0.22
H -2.51756 -1.73071 -1.22972 0.06 1.78 1.66 0.27
H -1.14377 2.38336 -1.43875 0.06 -0.03 -0.85 0.21
H 0.64141 1.93897 -1.17593 -1.27 0.54 0.69 0.21
H -1.72668 2.62916 0.86648 -0.95 0.38 -0.15 0.19
H -0.35629 3.75575 0.49473 -0.74 0.15 -0.85 0.18
H -5.70287 -0.95198 0.66735 -0.07 0.04 0.09 0.36
H 0.42494 1.35857 1.41002 -0.57 1.11 0.22 0.48
```
Forces are in eV/Å.

Results
Relative energy (zero: lowest compared OMol25 entry of this formula, charge and spin) (kJ/mol): 612.35
LUMO (eV): 0.34
Energy (eV): -18604.3026
Kohn-Sham gap (eV): 8.748